(1)
Formula: H4NPSi
Source: OMol25
Level of theory: ωB97M-V/def2-TZVPD

Last column: Löwdin charge in e.
Positions of all 7 atoms, in Å:
1 N -0.80257 0.28134 0.09454  -0.666
2 Si 0.82284 0.49702 0.71248  0.488
3 P -2.03114 -0.14500 -0.67773  0.652
4 H 1.41230 1.59426 0.11506  -0.104
5 H 0.89484 0.13238 2.06487  -0.100
6 H 1.42426 -0.61359 0.07873  -0.102
7 H -1.72052 -1.74642 -2.38797  -0.168

Values from the calculation:
Frontier orbital gap (spin up / spin down) in eV: 7.00 / 7.00
Strongest force on any atom in Eh/bohr: 0.05764
DFT total energy in eV: -18717.617
Energy above the lowest of the compared OMol25 structures with the same formula, charge and spin in kcal per mole: 55.6
Charge: 0

(2)
Formula: H4NS
Source: OMol25
Level of theory: ωB97M-V/def2-TZVPD

Last column: Mulliken spin population.
Positions of all 6 atoms, in Å:
1 S -0.66519 0.35452 0.86791  1.013
2 H -0.79819 1.20350 1.89918  -0.022
3 N 1.10816 -0.72976 -1.43876  0.017
4 H 1.51665 -0.12832 -2.14049  0.000
5 H 0.22053 -1.08396 -1.77377  -0.002
6 H 0.92648 -0.23463 -0.57135  -0.006

Values from the calculation:
Frontier orbital gap (spin up / spin down) in eV: 10.75 / 7.01
Spin multiplicity: 2
Strongest force on any atom in Eh/bohr: 0.01234
DFT total energy in eV: -12388.617
Energy above the lowest of the compared OMol25 structures with the same formula, charge and spin in kcal per mole: 3.5
Charge: 0
Expectation value of S²: 0.75

(3)
Formula: H4O2
Source: OMol25
Level of theory: ωB97M-V/def2-TZVPD

Last column: Mulliken spin population.
Positions of all 6 atoms, in Å:
1 O 1.09766 -1.36627 -0.33348  0.667
2 H 1.88726 -0.82537 -0.34703  -0.088
3 H 0.37893 -0.73968 -0.24970  -0.251
4 O -0.75057 0.93794 0.19347  1.705
5 H -1.48620 1.29626 -0.30320  -0.603
6 H -1.12708 0.69712 1.03993  -0.430

Values from the calculation:
Frontier orbital gap (spin up / spin down) in eV: 3.55 / 11.19
Spin multiplicity: 2
Strongest force on any atom in Eh/bohr: 0.03507
DFT total energy in eV: -4158.810
Energy above the lowest of the compared OMol25 structures with the same formula, charge and spin in kcal per mole: 1.5
Charge: -1
Expectation value of S²: 0.75

(4)
Formula: H4O2
Source: OMol25
Level of theory: ωB97M-V/def2-TZVPD

Last column: Löwdin charge in e.
Positions of all 6 atoms, in Å:
1 O -1.30578 0.65133 1.01025  -0.078
2 H -0.98050 0.59762 1.91461  0.027
3 H -0.55153 0.38589 0.45279  -0.012
4 O 0.73700 -0.39216 -0.83264  -0.045
5 H 1.26908 0.08112 -1.48294  0.054
6 H 0.83172 -1.32380 -1.06207  0.054

Values from the calculation:
Frontier orbital gap in eV: 11.48
Strongest force on any atom in Eh/bohr: 0.00703
DFT total energy in eV: -4159.923
Energy above the lowest of the compared OMol25 structures with the same formula, charge and spin in kcal per mole: 0.4
Charge: 0

(5)
Formula: H4O2
Source: OMol25
Level of theory: ωB97M-V/def2-TZVPD

Last column: Löwdin charge in e.
Positions of all 6 atoms, in Å:
1 O 1.44180 -0.03854 0.04259  -0.089
2 H 2.37879 -0.23534 -0.02432  0.030
3 H 1.21474 0.86779 -0.33400  0.080
4 O -1.56880 -0.02843 -0.10378  -0.103
5 H -1.73657 0.54478 0.68917  0.054
6 H -0.84097 -0.64149 0.15869  0.029

Values from the calculation:
Frontier orbital gap in eV: 12.00
Strongest force on any atom in Eh/bohr: 0.04337
DFT total energy in eV: -4159.747
Energy above the lowest of the compared OMol25 structures with the same formula, charge and spin in kcal per mole: 4.4
Charge: 0

(6)
Formula: H4O2
Source: OMol25
Level of theory: ωB97M-V/def2-TZVPD

Last column: Löwdin charge in e.
Positions of all 6 atoms, in Å:
1 O -1.57015 0.10635 0.01530  -0.093
2 H -2.01495 -0.78560 0.00617  0.060
3 H -0.62760 -0.11013 -0.03702  -0.019
4 O 1.44923 -0.05925 -0.07942  -0.097
5 H 1.38230 0.92903 0.12927  0.089
6 H 2.22760 -0.41006 0.41454  0.061

Values from the calculation:
Frontier orbital gap in eV: 11.74
Strongest force on any atom in Eh/bohr: 0.04303
DFT total energy in eV: -4159.798
Energy above the lowest of the compared OMol25 structures with the same formula, charge and spin in kcal per mole: 3.3
Charge: 0

(7)
Formula: H4O2
Source: OMol25
Level of theory: ωB97M-V/def2-TZVPD

Last column: Löwdin charge in e.
Positions of all 6 atoms, in Å:
1 O -1.40635 -0.02920 0.06064  -0.072
2 H -1.60745 0.88231 0.13759  0.017
3 H -2.16862 -0.54411 -0.38887  0.102
4 O 1.57034 0.08815 -0.05992  -0.080
5 H 0.69537 -0.21861 -0.35277  0.000
6 H 1.76878 -0.59119 0.59826  0.032

Values from the calculation:
Frontier orbital gap in eV: 11.67
Strongest force on any atom in Eh/bohr: 0.06841
DFT total energy in eV: -4159.745
Energy above the lowest of the compared OMol25 structures with the same formula, charge and spin in kcal per mole: 4.5
Charge: 0

(8)
Formula: H4O2
Source: OMol25
Level of theory: ωB97M-V/def2-TZVPD

Last column: Löwdin charge in e.
Positions of all 6 atoms, in Å:
1 O 1.15109 0.02061 -0.22471  -0.017
2 H 1.28016 0.93458 0.01908  0.068
3 H 1.18990 -0.40971 0.61767  0.051
4 O -1.32915 0.20399 -0.06908  -0.122
5 H -1.86240 -0.59354 -0.38817  0.069
6 H -0.42960 -0.15592 0.04520  -0.050

Values from the calculation:
Frontier orbital gap in eV: 11.49
Strongest force on any atom in Eh/bohr: 0.05381
DFT total energy in eV: -4159.490
Energy above the lowest of the compared OMol25 structures with the same formula, charge and spin in kcal per mole: 10.4
Charge: 0

(9)
Formula: H4O2
Source: OMol25
Level of theory: ωB97M-V/def2-TZVPD

Last column: Löwdin charge in e.
Positions of all 6 atoms, in Å:
1 O -0.20099 -0.57984 0.87079  -0.095
2 H 0.28842 -0.20289 1.68405  0.104
3 H -1.09304 -0.72851 1.25600  0.065
4 O 0.17898 0.77381 -1.52011  -0.110
5 H 1.08798 0.40026 -1.54030  0.041
6 H -0.26134 0.33716 -0.75042  -0.005

Values from the calculation:
Frontier orbital gap in eV: 11.20
Strongest force on any atom in Eh/bohr: 0.05668
DFT total energy in eV: -4159.751
Energy above the lowest of the compared OMol25 structures with the same formula, charge and spin in kcal per mole: 4.3
Charge: 0

(10)
Formula: H4O2
Source: OMol25
Level of theory: ωB97M-V/def2-TZVPD

Last column: Löwdin charge in e.
Positions of all 6 atoms, in Å:
1 O 1.10343 0.03389 -0.22339  -0.077
2 H 1.73354 -0.60938 0.11832  0.052
3 H 0.83966 0.32074 0.70578  0.091
4 O -1.55623 -0.12008 -0.07606  -0.089
5 H -0.65673 -0.44978 -0.25825  -0.010
6 H -1.46366 0.82460 -0.26641  0.033

Values from the calculation:
Frontier orbital gap in eV: 11.65
Strongest force on any atom in Eh/bohr: 0.05362
DFT total energy in eV: -4159.656
Energy above the lowest of the compared OMol25 structures with the same formula, charge and spin in kcal per mole: 6.5
Charge: 0

(11)
Formula: H4O2
Source: OMol25
Level of theory: ωB97M-V/def2-TZVPD

Last column: Löwdin charge in e.
Positions of all 6 atoms, in Å:
1 O -1.44841 0.08978 -0.11599  -0.092
2 H -1.26843 -0.23262 0.80681  0.061
3 H -2.30037 -0.19660 -0.49846  0.047
4 O 2.03361 -0.03939 -0.10491  -0.102
5 H 1.19068 -0.54258 -0.13199  0.023
6 H 1.79292 0.92141 0.04455  0.063

Values from the calculation:
Frontier orbital gap in eV: 11.88
Strongest force on any atom in Eh/bohr: 0.03701
DFT total energy in eV: -4159.648
Energy above the lowest of the compared OMol25 structures with the same formula, charge and spin in kcal per mole: 6.7
Charge: 0

(12)
Formula: H4O2
Source: OMol25
Level of theory: ωB97M-V/def2-TZVPD

Last column: Löwdin charge in e.
Positions of all 6 atoms, in Å:
1 O -0.89485 -1.79327 -0.08707  -0.096
2 H 0.04879 -1.92270 -0.28173  0.031
3 H -0.90484 -0.85134 0.23938  0.031
4 O 0.44127 1.14163 0.03489  -0.069
5 H 0.01217 1.98683 0.35888  0.076
6 H 1.29746 1.43885 -0.26435  0.027

Values from the calculation:
Frontier orbital gap in eV: 11.57
Strongest force on any atom in Eh/bohr: 0.03983
DFT total energy in eV: -4159.776
Energy above the lowest of the compared OMol25 structures with the same formula, charge and spin in kcal per mole: 3.8
Charge: 0

(13)
Formula: H4O2
Source: OMol25
Level of theory: ωB97M-V/def2-TZVPD

Last column: Löwdin charge in e.
Positions of all 6 atoms, in Å:
1 O 0.22840 -1.74451 0.14047  -0.060
2 H 0.62749 -2.29723 -0.54581  0.040
3 H 0.05455 -0.91379 -0.30036  0.005
4 O -0.54444 1.75098 -0.05474  -0.030
5 H -0.73462 1.24536 0.72423  0.025
6 H 0.36862 1.95920 0.03622  0.021

Values from the calculation:
Frontier orbital gap in eV: 12.47
Strongest force on any atom in Eh/bohr: 0.02425
DFT total energy in eV: -4159.799
Energy above the lowest of the compared OMol25 structures with the same formula, charge and spin in kcal per mole: 3.2
Charge: 0

(14)
Formula: H4O2
Source: OMol25
Level of theory: ωB97M-V/def2-TZVPD

Last column: Löwdin charge in e.
Positions of all 6 atoms, in Å:
1 O -1.62936 -0.36785 -0.22180  -0.096
2 H -1.84277 -0.32360 0.72218  0.028
3 H -0.73316 -0.79157 -0.29146  0.027
4 O 1.20992 0.16223 -0.33031  -0.075
5 H 1.45907 1.12100 -0.45566  0.078
6 H 1.53631 0.19979 0.57704  0.039

Values from the calculation:
Frontier orbital gap in eV: 11.53
Strongest force on any atom in Eh/bohr: 0.05101
DFT total energy in eV: -4159.584
Energy above the lowest of the compared OMol25 structures with the same formula, charge and spin in kcal per mole: 8.2
Charge: 0

(15)
Formula: H4O2
Source: OMol25
Level of theory: ωB97M-V/def2-TZVPD

Last column: Löwdin charge in e.
Positions of all 6 atoms, in Å:
1 O 1.03416 0.21859 -0.57175  -0.070
2 H 1.10346 0.82649 -1.36777  0.088
3 H 1.75174 0.63812 -0.08302  0.046
4 O -1.58785 -0.54074 0.49748  -0.096
5 H -0.74602 -0.11861 0.19269  0.003
6 H -1.55548 -1.02384 1.33237  0.028

Values from the calculation:
Frontier orbital gap in eV: 11.32
Strongest force on any atom in Eh/bohr: 0.04889
DFT total energy in eV: -4159.709
Energy above the lowest of the compared OMol25 structures with the same formula, charge and spin in kcal per mole: 5.3
Charge: 0

(16)
Formula: H4O2
Source: OMol25
Level of theory: ωB97M-V/def2-TZVPD

Last column: Löwdin charge in e.
Positions of all 6 atoms, in Å:
1 O -1.48325 -0.08159 -0.04660  -0.047
2 H -0.53194 -0.00744 0.07146  -0.024
3 H -1.82917 0.68777 0.34457  0.001
4 O 1.35653 -0.00136 -0.10645  -0.039
5 H 1.93017 0.66940 0.21148  0.029
6 H 1.44470 -0.68620 0.59689  0.080

Values from the calculation:
Frontier orbital gap in eV: 11.60
Strongest force on any atom in Eh/bohr: 0.03904
DFT total energy in eV: -4159.807
Energy above the lowest of the compared OMol25 structures with the same formula, charge and spin in kcal per mole: 3.0
Charge: 0

(17)
Formula: H4O2
Source: OMol25
Level of theory: ωB97M-V/def2-TZVPD

Last column: Löwdin charge in e.
Positions of all 6 atoms, in Å:
1 O -0.48837 -1.48136 -0.13027  -0.060
2 H -0.04899 -0.67743 -0.48806  0.011
3 H -0.23326 -1.51890 0.77599  0.010
4 O 0.38590 1.32837 -0.46446  -0.050
5 H 0.85732 1.09559 0.34541  0.047
6 H -0.47259 1.25373 -0.03860  0.042

Values from the calculation:
Frontier orbital gap in eV: 12.05
Strongest force on any atom in Eh/bohr: 0.02850
DFT total energy in eV: -4159.690
Energy above the lowest of the compared OMol25 structures with the same formula, charge and spin in kcal per mole: 5.7
Charge: 0

(18)
Formula: H4O2
Source: OMol25
Level of theory: ωB97M-V/def2-TZVPD

Last column: Löwdin charge in e.
Positions of all 6 atoms, in Å:
1 O -0.87807 1.46866 -0.22698  -0.117
2 H -1.70389 1.04147 -0.62679  0.068
3 H -0.31320 0.69182 -0.00876  -0.020
4 O 0.79326 -0.79039 0.06739  -0.073
5 H 1.02797 -1.71487 -0.20133  0.079
6 H 1.07393 -0.69669 0.99647  0.064

Values from the calculation:
Frontier orbital gap in eV: 11.31
Strongest force on any atom in Eh/bohr: 0.04341
DFT total energy in eV: -4159.767
Energy above the lowest of the compared OMol25 structures with the same formula, charge and spin in kcal per mole: 4.0
Charge: 0

(19)
Formula: H4O2P3
Source: OMol25
Level of theory: ωB97M-V/def2-TZVPD

Last column: Löwdin charge in e.
Positions of all 9 atoms, in Å:
1 O -1.65430 0.68787 -1.20313  -0.524
2 P -0.34537 0.49274 -0.58019  -0.146
3 O 0.91023 1.36582 -0.99165  -0.587
4 P 0.15331 -1.72750 -1.03080  0.541
5 P -0.41190 0.67726 1.58444  0.478
6 H 1.34826 -1.78062 -0.41725  -0.243
7 H -0.60002 -2.60413 -0.28318  -0.228
8 H 1.05464 0.73743 1.44015  -0.147
9 H -0.45485 2.15112 1.48161  -0.145

Values from the calculation:
Frontier orbital gap in eV: 8.59
Strongest force on any atom in Eh/bohr: 0.08762
DFT total energy in eV: -32028.228
Energy above the lowest of the compared OMol25 structures with the same formula, charge and spin in kcal per mole: 4.4
Charge: -1

(20)
Formula: H4O2Rb
Source: OMol25
Level of theory: ωB97M-V/def2-TZVPD

Last column: Löwdin charge in e.
Positions of all 7 atoms, in Å:
1 Rb -0.90645 0.53097 0.65620  1.118
2 O -1.10145 -2.33515 0.98451  -0.090
3 H -0.17995 -2.17339 0.97498  -0.001
4 H -1.39351 -2.77888 0.22548  0.030
5 O 0.98550 1.91061 -1.01192  -0.139
6 H 1.31685 2.27618 -0.19029  0.023
7 H 1.27902 2.56965 -1.63896  0.059

Values from the calculation:
Frontier orbital gap in eV: 12.31
Strongest force on any atom in Eh/bohr: 0.05466
DFT total energy in eV: -4809.965
Energy above the lowest of the compared OMol25 structures with the same formula, charge and spin in kcal per mole: 14.3
Charge: +1